Density functional theory data (the ωB97M-V functional and the def2-TZVPD basis) for a structure of composition C3H3O4V.

Positions of all 11 atoms, in Å:
V  2.36520  0.12710  1.86635
O  1.22413  -1.32451  0.53438
O  -1.61340  0.44497  1.39674
O  0.54326  0.62764  -0.19360
O  2.66835  0.20267  -0.03565
C  -1.76686  0.11266  0.25048
C  1.51497  -0.31945  -0.14548
C  -0.67016  0.18128  -0.77942
H  -0.94313  0.91462  -1.55144
H  -0.54758  -0.83045  -1.19372
H  -2.77476  -0.13655  -0.14863

Net charge ... +1
2S+1 ... 4
Orbital gap (alpha / beta) ... 7.394 / 7.300 eV
HOMO (alpha / beta) ... -13.8 / -13.8 eV
LUMO level (alpha / beta) ... -0.23607 / -0.23965 Eh

Density functional theory data (the ωB97M-V functional and the def2-TZVPD basis) for a cluster of 2 separate species, C3H3OS in total.

Positions of all 8 atoms, in Å:
S  -2.59120  0.54992  -0.56376
O  1.24442  0.03758  -1.42651
C  -1.60384  -0.54187  -0.85021
C  0.81493  0.38268  0.98988
C  1.17356  0.18314  -0.26522
H  -1.15447  -1.59164  -0.90614
H  0.88637  -0.41951  1.65981
H  1.23023  1.39970  1.36215

Net charge ... +1
Orbital gap ... 6.376 eV
Energy relative to the best compared isomer or geometry (same formula, charge and spin) ... 2.618 eV
HOMO ... -13.7 eV
LUMO level ... -0.27019 Eh

Density functional theory data (the ωB97M-V functional and the def2-TZVPD basis) for a structure of composition C3H3OS2.

Positions of all 9 atoms, in Å:
S  -3.40636  1.75024  0.12454
S  -3.43618  -1.24160  0.35552
O  -1.63615  -0.66366  -1.87676
C  -2.84608  0.24381  -0.10139
C  -1.55510  -0.24584  -0.73567
C  -0.16134  -0.30004  -0.06277
H  0.49608  0.48570  -0.38771
H  -0.40710  -0.23684  1.08571
H  0.23862  -1.30147  -0.24781

Net charge ... -1
Orbital gap ... 7.440 eV
Energy relative to the best compared isomer or geometry (same formula, charge and spin) ... 0.507 eV
HOMO ... -3.7 eV
LUMO level ... 0.13739 Eh

Density functional theory data (the ωB97M-V functional and the def2-TZVPD basis) for a cluster of 17 separate species, C3H41NO16S in total.

Positions of all 62 atoms, in Å:
S  -3.41148  -1.97411  0.46246
O  1.18534  0.58398  2.56280
O  1.34798  3.66804  0.45567
O  0.96374  -4.04074  -0.17000
O  -5.33612  0.64220  -2.42498
O  -1.71603  -0.54487  4.63878
O  3.81450  0.00319  -0.65726
O  -2.80980  2.29607  -4.14877
O  2.87788  -3.37052  -2.09108
O  0.65835  -1.47575  3.98678
O  1.00622  -1.26899  -1.93893
O  3.32617  2.26971  1.73098
O  -1.81003  2.31082  3.83386
O  1.85348  -3.61143  -4.33002
O  2.53162  0.70016  -2.78809
O  -4.08523  2.36577  -0.61585
O  2.01154  -1.63244  0.69827
N  -0.98583  2.31824  -0.50536
C  -1.64800  0.21543  0.75965
C  -1.75997  -1.30700  0.61295
C  -0.90236  0.86129  -0.41637
H  1.13262  -3.18494  -4.79427
H  -3.11263  2.34503  -0.56226
H  2.77371  -1.55648  0.12518
H  3.66546  1.69875  1.03657
H  -1.89549  0.40803  4.72699
H  -2.20412  -0.86506  5.40528
H  -1.50335  0.48037  -1.27536
H  3.58814  -3.64055  -1.50484
H  2.25682  -4.10520  -2.10330
H  -1.15248  2.99925  3.93884
H  2.21173  -1.72153  1.63594
H  3.12090  0.23252  -1.33498
H  2.07620  1.54159  -2.75736
H  0.97788  -1.90587  4.78200
H  2.65100  -3.08209  -4.26083
H  2.02551  3.12594  0.90471
H  0.89798  0.12150  1.75611
H  -1.98100  2.10692  2.90272
H  0.92079  -1.19828  -0.97547
H  0.16360  0.58958  -0.56355
H  1.92994  -0.06956  -2.69518
H  -4.52505  0.68033  -2.94441
H  1.69820  4.48121  0.09551
H  -0.14330  -0.93549  4.24008
H  4.60422  0.06161  -1.20968
H  -3.48116  -2.32989  -0.82445
H  -1.13407  2.71437  0.43102
H  -2.14687  1.75481  -4.58157
H  1.12876  -3.25592  0.37242
H  2.74169  1.85681  2.39018
H  0.01014  -4.17778  -0.08642
H  -0.98414  -1.63333  -0.10718
H  -0.09141  2.72703  -0.77610
H  1.60899  -0.11663  3.07026
H  -4.13534  3.29272  -0.92613
H  -1.37480  -1.76029  1.54309
H  -1.07453  0.44313  1.67074
H  -5.07387  1.24815  -1.71086
H  1.68384  -1.94096  -2.10119
H  -2.58811  0.72422  0.88614
H  -2.37836  2.83692  -3.47387

Net charge ... 0
Orbital gap ... 8.920 eV
Energy relative to the best compared isomer or geometry (same formula, charge and spin) ... 0.000 eV
HOMO ... -8.9 eV
LUMO level ... 0.00026 Eh

Density functional theory data (the ωB97M-V functional and the def2-TZVPD basis) for a cluster of 17 separate species, C3H43N2O16 in total.

Positions of all 64 atoms, in Å:
O  -1.40892  1.65747  2.99112
O  -3.51612  2.67469  1.20179
O  -1.98247  -2.32542  4.01685
O  -2.13805  1.27304  -0.65545
O  -0.97243  -2.45772  -2.69291
O  2.93912  3.67476  -1.13560
O  -1.01191  -2.29830  0.37566
O  0.09866  -4.10181  2.53867
O  2.74017  -2.11940  -0.43475
O  3.32696  1.74674  2.03766
O  1.47830  -3.85017  -3.49038
O  -3.62577  -0.30482  3.27937
O  -0.77523  0.23992  -4.49233
O  1.21184  -4.45189  -0.67709
O  -2.63890  1.82302  -3.13389
O  -0.16400  4.41771  1.94502
N  2.32159  1.31539  -2.72583
N  0.40097  0.39414  0.30252
C  1.58635  0.97268  -0.38433
C  0.71457  0.24114  1.74093
C  1.24919  1.49171  -1.76878
H  2.03036  1.77707  0.18206
H  3.17984  1.77526  -2.48552
H  -1.73112  1.22166  2.20031
H  3.92215  1.04238  2.22987
H  2.36167  0.21265  -0.49356
H  -0.03035  -0.42693  2.20187
H  2.15991  -3.35549  -3.02150
H  -1.80973  -2.36344  3.07224
H  -0.39654  5.32540  2.16766
H  -0.77437  -1.73467  -2.09485
H  -1.62771  -3.02836  -2.29739
H  -0.90939  -0.69148  -4.59297
H  -0.15764  -4.97407  2.22850
H  1.45660  -0.49574  2.05119
H  -2.35681  2.01200  -1.24028
H  0.24469  -0.50982  -0.14183
H  -3.86150  2.84591  2.08612
H  0.81907  1.18361  2.24714
H  0.70410  -3.27070  -3.42598
H  -0.39436  0.95885  -0.05026
H  0.99307  2.55419  -1.76168
H  -2.69974  0.52135  -0.84791
H  1.07537  -4.75328  -1.58063
H  -2.39848  1.00475  -3.60259
H  -1.95441  2.40542  -3.47261
H  -3.65760  0.64773  3.39702
H  -1.65494  -2.37657  1.08904
H  -4.38003  -0.63450  2.78530
H  -2.74005  -1.69897  4.00872
H  3.42057  -2.75005  -0.70664
H  -4.25062  2.22333  0.77158
H  3.88614  2.52715  2.05646
H  3.66779  3.12980  -0.86599
H  -0.29741  -2.82192  0.77530
H  2.83233  4.41554  -0.53548
H  2.16115  1.37149  -3.71494
H  -1.58865  2.59503  2.97982
H  0.69089  4.35492  2.38980
H  0.32327  1.08533  -2.20400
H  -0.16294  0.22810  -3.74484
H  -0.20751  -4.01566  3.44952
H  2.07179  -4.77880  -0.39858
H  2.20726  -2.75129  0.07217

Net charge ... +1
Orbital gap ... 9.156 eV
Energy relative to the best compared isomer or geometry (same formula, charge and spin) ... 3.314 eV
HOMO ... -11.7 eV
LUMO level ... -0.09310 Eh

Density functional theory data (the ωB97M-V functional and the def2-TZVPD basis) for a structure of composition C3H4AgO3.

Positions of all 11 atoms, in Å:
Ag  -0.75946  -1.11539  2.22068
O  1.98245  1.60068  0.31555
O  -1.19494  1.23408  -0.17055
O  -2.21149  -0.03741  1.29279
C  -0.05375  1.48474  -1.01506
C  1.00523  2.31935  -0.29199
C  -1.12441  0.28009  0.71279
H  0.36629  0.51621  -1.32330
H  -0.44334  2.01940  -1.89285
H  1.37767  3.01009  -1.09685
H  0.43881  2.99446  0.40417

Net charge ... 0
2S+1 ... 2
Orbital gap (alpha / beta) ... 6.716 / 5.893 eV
Energy relative to the best compared isomer or geometry (same formula, charge and spin) ... 2.844 eV
HOMO (alpha / beta) ... -7.6 / -7.5 eV
LUMO level (alpha / beta) ... -0.03173 / -0.06051 Eh

The calculation returns the following total energy values, one per record and in order: -37026.800; -16030.837; -26878.502; -48862.519; -39542.908; -13311.798 eV.
The calculation returns the following max |F| values, one per record and in order: 4.501; 3.198; 3.908; 1.849; 2.874; 3.612 eV/Å.